The following is a quantum chemistry calculation of 8 unconnected molecules or ions with the total composition C26H53ClI2O25P2S, from the OMol25 dataset.

CARTESIAN COORDINATES (ANGSTROEM)
C  -2.13136  0.61383  -0.07136
C  -2.97793  -0.57068  -0.49104
I  -3.15080  -1.91313  1.20348
C  -2.61063  -1.37629  -1.73053
I  -3.15533  -0.36979  -3.53586
P  -0.94669  -2.21794  -1.85589
S  -1.91300  -4.28665  -1.91379
C  0.22740  -2.62612  -0.46412
C  0.13296  -3.97610  0.18348
O  -0.47059  -4.27071  1.15931
Cl  1.21083  -5.16558  -0.60923
P  0.26548  -0.29119  -2.24380
O  -0.43789  0.96575  -2.55135
O  1.34213  -0.03017  -1.05529
O  1.19499  -0.78686  -3.46922
H  -2.14762  1.36888  -0.85750
H  -2.57868  1.06301  0.81634
H  -1.09919  0.34623  0.15610
H  -4.00303  -0.23266  -0.63572
H  -3.31233  -2.20505  -1.76642
H  -0.53502  -2.61957  -3.12972
H  -2.78841  -4.28074  -0.90211
H  1.22087  -2.55605  -0.90625
H  0.10220  -1.87510  0.31739
H  2.22327  -0.33053  -1.32198
H  1.76200  -0.04886  -3.74063
C  -6.53511  4.92841  -2.15429
O  -5.43971  4.00984  -2.22319
C  -4.32631  4.52455  -2.74182
O  -4.19281  5.65369  -3.13720
O  -3.39044  3.58157  -2.74142
C  -2.12369  3.97998  -3.27760
H  -7.35964  4.37432  -1.71693
H  -6.28430  5.77849  -1.52278
H  -6.80700  5.27584  -3.14861
H  -1.70450  4.80144  -2.69941
H  -2.22622  4.27563  -4.31971
H  -1.48421  3.10435  -3.19758
C  -0.06852  -7.86289  -2.15525
O  -1.28468  -8.38840  -2.70160
C  -1.15640  -9.03061  -3.85687
O  -0.12939  -9.21478  -4.45950
O  -2.36502  -9.43743  -4.24114
C  -2.38108  -10.14966  -5.48021
H  -0.34725  -7.37295  -1.23163
H  0.63842  -8.66340  -1.94678
H  0.37308  -7.14043  -2.83820
H  -1.77899  -11.05349  -5.41106
H  -2.01273  -9.52159  -6.28878
H  -3.41931  -10.41148  -5.65845
C  -2.91507  7.02354  -0.29197
O  -3.53797  7.09104  0.99688
C  -4.26441  8.18792  1.19738
O  -4.42605  9.08251  0.41114
O  -4.78480  8.12366  2.42308
C  -5.59452  9.24800  2.77905
H  -2.36791  6.08493  -0.30770
H  -3.65881  7.02522  -1.08475
H  -2.22494  7.85359  -0.42866
H  -6.44696  9.34304  2.10977
H  -5.01006  10.16536  2.76272
H  -5.94306  9.06240  3.79082
C  7.77659  1.83056  -0.89446
O  6.42091  1.36753  -0.91476
C  5.52465  2.28038  -0.54800
O  5.75911  3.41080  -0.21758
O  4.31435  1.72174  -0.61131
C  3.23579  2.59101  -0.24479
H  8.38850  0.99135  -1.20929
H  7.90919  2.66111  -1.58397
H  8.06370  2.13564  0.10922
H  3.18749  3.44925  -0.91192
H  3.33857  2.92864  0.78429
H  2.33366  1.99902  -0.34741
C  -1.77863  -12.98068  1.19258
O  -1.47871  -13.13294  -0.19715
C  -0.46878  -12.37672  -0.62365
O  0.17449  -11.61642  0.05131
O  -0.29562  -12.60370  -1.92309
C  0.76835  -11.84706  -2.50856
H  -2.61069  -13.64891  1.39148
H  -0.92296  -13.26211  1.80282
H  -2.06637  -11.95472  1.41234
H  1.72148  -12.09774  -2.04686
H  0.57703  -10.78326  -2.41694
H  0.79539  -12.11215  -3.56067
C  -4.37867  7.59916  6.41981
O  -4.99789  7.64515  7.70787
C  -5.73608  8.73324  7.91223
O  -5.91257  9.62324  7.12127
O  -6.24921  8.66802  9.13837
C  -7.07266  9.78285  9.49173
H  -3.81975  6.66974  6.38015
H  -5.13120  7.60614  5.63446
H  -3.69888  8.43856  6.28882
H  -7.92594  9.85707  8.82092
H  -6.49960  10.70712  9.46284
H  -7.41364  9.59044  10.50407
C  14.24633  1.31584  -0.29489
O  13.74202  0.52362  0.78427
C  12.47978  0.78498  1.11287
O  11.76948  1.60240  0.58811
O  12.13724  -0.01166  2.12258
C  10.79473  0.16348  2.58278
H  15.27174  0.99348  -0.44510
H  13.66736  1.14383  -1.19975
H  14.22361  2.37261  -0.03769
H  10.08517  -0.05443  1.78694
H  10.64269  1.17784  2.94568
H  10.66520  -0.54351  3.39600

* E_tot: -5040.070183 hartree
* HOMO energy: -9.2 eV
* SMILES string: C[C@H](I)[C@@H](I)[PH](S)(CC(=O)Cl)P(=O)(O)O.COC(=O)OC.COC(=O)OC.COC(=O)OC.COC(=O)OC.COC(=O)OC.COC(=O)OC.COC(=O)OC

The following is a quantum chemistry calculation of a molecular structure, C26H53F9O15P2Pb, from the OMol25 dataset.

CARTESIAN COORDINATES (ANGSTROEM)
Pb  37.84272  -14.88639  -1.99671
C  39.69436  -17.67266  -0.11654
O  38.90216  -18.83292  -0.54580
O  38.97734  -16.58500  -0.24005
C  40.41596  -17.89626  1.23299
F  40.81148  -19.18774  1.43708
F  41.58554  -17.19384  1.25352
F  39.70440  -17.50187  2.30157
C  39.55629  -20.01353  -0.95378
C  38.46289  -20.95298  -1.46617
H  38.76873  -21.99923  -1.35081
H  37.58047  -20.84732  -0.83937
H  38.32830  -20.73311  -2.52021
H  40.17302  -20.44877  -0.16230
H  40.22535  -19.73089  -1.78368
H  40.50501  -17.71086  -0.87796
C  34.55743  -14.95447  -0.12919
O  33.33280  -15.33709  -0.77019
O  35.61954  -15.53316  -0.69870
C  34.55345  -13.41014  -0.14502
F  35.73491  -12.90130  0.29237
F  34.30334  -12.87940  -1.33752
F  33.63299  -12.90859  0.74335
C  32.49436  -16.23257  -0.07114
C  31.47052  -16.71720  -1.10333
H  30.96505  -15.79270  -1.39746
H  31.89933  -17.13365  -2.00718
H  30.79445  -17.41785  -0.60699
H  31.95144  -15.66023  0.68897
H  33.11353  -17.07145  0.26577
H  34.61483  -15.20976  0.94625
C  37.00150  -17.65481  -4.50052
O  36.43859  -18.76651  -3.77795
O  37.21434  -16.63211  -3.69147
C  38.19783  -18.29531  -5.26657
F  39.22128  -18.57091  -4.43671
F  37.80555  -19.36519  -5.98407
F  38.73374  -17.44098  -6.20192
C  35.06251  -18.90279  -3.87973
C  34.64651  -20.04437  -2.95139
H  33.83500  -20.64766  -3.36558
H  35.49487  -20.70679  -2.76799
H  34.35540  -19.68921  -1.96395
H  34.67336  -19.09425  -4.89518
H  34.46496  -18.00745  -3.65800
H  36.35087  -17.32458  -5.33749
C  37.45960  -11.08841  -2.46315
C  37.32973  -11.96076  -3.73337
O  36.82450  -13.22091  -3.51635
H  38.20251  -11.45905  -1.75699
H  36.47074  -11.04143  -1.99400
H  37.63519  -10.03091  -2.71375
H  38.35218  -11.98830  -4.16904
H  36.64126  -11.44222  -4.42227
C  39.95271  -9.54619  1.95257
C  39.32769  -10.57617  1.00650
O  38.78110  -11.61765  1.82573
P  38.92881  -13.12037  1.29451
O  38.46379  -13.36282  -0.07892
O  40.46326  -13.50178  1.61013
C  41.35918  -13.69569  0.52189
C  42.67095  -14.31125  0.99070
O  38.05672  -13.82125  2.41922
C  38.00425  -15.23289  2.54947
C  39.01936  -15.67936  3.62636
H  40.73930  -9.96537  2.57039
H  40.32432  -8.73489  1.32120
H  39.11802  -9.14429  2.52868
H  38.58666  -10.15343  0.33160
H  40.13232  -10.97809  0.38100
H  40.90981  -14.44119  -0.14458
H  41.48548  -12.81028  -0.10742
H  43.29022  -14.61005  0.13897
H  43.35407  -13.80228  1.67082
H  42.41360  -15.28086  1.42799
H  37.00516  -15.45709  2.92566
H  38.14112  -15.80078  1.62436
H  38.93465  -15.01512  4.49366
H  38.92360  -16.66689  4.07887
H  40.02669  -15.57415  3.22058
C  41.21078  -15.84330  -6.60092
C  40.20497  -15.09349  -5.74289
O  40.79725  -13.97606  -5.02503
P  41.29395  -14.22672  -3.53509
O  40.21181  -14.55129  -2.59991
O  42.07918  -12.88643  -3.21260
C  41.32744  -11.69606  -2.98912
C  41.49677  -10.63203  -4.07588
O  42.47102  -15.28309  -3.69134
C  42.83975  -16.19619  -2.63267
C  42.43698  -17.58236  -3.13915
H  42.02526  -15.20121  -6.95007
H  41.70143  -16.64725  -6.04928
H  40.77514  -16.26711  -7.50513
H  39.51910  -14.61816  -6.43949
H  39.71631  -15.75178  -5.02590
H  40.26529  -11.87069  -2.81539
H  41.81657  -11.22984  -2.12706
H  41.00311  -9.70798  -3.76534
H  42.55437  -10.44590  -4.25267
H  40.91285  -10.89290  -4.96218
H  43.91030  -16.08346  -2.46223
H  42.28874  -15.88556  -1.74211
H  42.90790  -17.82482  -4.09166
H  42.70243  -18.39830  -2.46074
H  41.35222  -17.64100  -3.23945

* E_tot: -3925.648738 hartree
* HOMO energy: -1.6 eV
* charge: -2

The following is a quantum chemistry calculation of 6 unconnected molecules or ions with the total composition C26H53N2O7S, from the OMol25 dataset.

CARTESIAN COORDINATES (ANGSTROEM)
C  -0.20390  3.36960  4.63475
C  -0.92339  2.73967  3.71384
N  -1.44351  1.96767  2.54066
C  -2.44265  2.74420  1.71783
C  -2.13560  4.32110  1.57878
C  -0.67303  4.68122  0.98925
N  0.06954  3.51774  0.39220
C  -2.13949  0.72727  3.12763
S  -1.14203  -0.84822  2.79476
O  -0.03085  -0.95346  3.84028
O  -2.13179  -2.00802  2.90456
H  0.21394  3.59739  5.69663
H  -0.65597  1.60368  1.97132
H  -2.55839  2.20336  0.69332
H  -3.47746  2.65216  2.25108
H  -2.36326  4.85459  2.58017
H  -2.92650  4.73710  0.82536
H  -0.04986  5.16903  1.82414
H  -0.82582  5.45071  0.12500
H  0.71338  3.95703  -0.31771
H  0.73586  3.19932  1.13813
H  -2.18873  0.88051  4.26918
H  -3.17223  0.53276  2.64697
H  -0.64000  -0.79014  1.49238
C  -0.07937  -4.24469  4.19178
C  -0.18151  -5.66464  4.69528
C  0.95719  -5.72552  5.69351
O  1.10962  -4.40233  6.22985
C  0.33608  -3.49365  5.43370
H  -1.00553  -3.86583  3.75781
H  0.70901  -4.17666  3.43327
H  -1.13788  -5.80738  5.20991
H  -0.10142  -6.41828  3.90928
H  1.89909  -5.99952  5.20644
H  0.76628  -6.43220  6.50494
H  -0.53577  -3.19026  6.02415
H  0.92968  -2.60588  5.20735
C  3.99905  5.94639  -3.10788
C  4.66584  5.73227  -1.76932
C  3.60841  4.95793  -1.00996
O  2.87748  4.19079  -1.97803
C  3.23374  4.65203  -3.29029
H  4.69979  6.14483  -3.92095
H  3.30046  6.78785  -3.04418
H  5.56180  5.11523  -1.89578
H  4.95689  6.65841  -1.26995
H  2.90093  5.63245  -0.51452
H  4.03714  4.28927  -0.25894
H  3.85979  3.88373  -3.75611
H  2.33148  4.77910  -3.89308
C  0.14925  -3.46465  -0.76318
C  0.90981  -2.35272  -1.44614
C  0.25791  -2.31622  -2.81188
O  -1.10397  -2.73074  -2.63420
C  -1.24939  -3.27598  -1.31553
H  0.18673  -3.41775  0.32753
H  0.54785  -4.43477  -1.07837
H  0.73300  -1.40592  -0.92224
H  1.98753  -2.52108  -1.49259
H  0.73556  -3.02225  -3.49921
H  0.28332  -1.32048  -3.26172
H  -1.81919  -2.55582  -0.71641
H  -1.81184  -4.21117  -1.36346
C  3.47350  -3.65607  -4.93815
C  4.70958  -4.17756  -5.63285
C  5.57894  -2.93858  -5.70202
O  5.24907  -2.13577  -4.55975
C  4.05899  -2.66073  -3.95793
H  2.88090  -4.43413  -4.45235
H  2.83294  -3.13720  -5.65976
H  5.19211  -4.93822  -5.00966
H  4.51168  -4.61494  -6.61334
H  5.36141  -2.34967  -6.59931
H  6.64596  -3.17392  -5.69005
H  4.34626  -3.14960  -3.02022
H  3.37084  -1.84298  -3.72845
C  -6.61428  1.69808  -1.05375
C  -6.72206  0.27791  -0.54872
C  -5.58566  0.21030  0.45061
O  -5.42721  1.53158  0.99051
C  -6.19618  2.44699  0.19501
H  -7.53888  2.08066  -1.48971
H  -5.82524  1.76369  -1.81090
H  -7.67947  0.13874  -0.03554
H  -6.64338  -0.47540  -1.33470
H  -4.64412  -0.06789  -0.03614
H  -5.78137  -0.49676  1.26079
H  -7.06691  2.75228  0.78462
H  -5.59770  3.33399  -0.02778

* E_tot: -2056.246149 hartree
* HOMO energy: -10.8 eV
* charge: +1

> Which formula does entry 3 have?

C26H53N2O7S